Computed, not measured: a structure of composition C61H53IN5O8P2SSeTl, with ωB97M-V with the def2-TZVPD basis set.

```
133
Properties=species:S:1:pos:R:3:lowdin_charge:R:1
Tl 1.24 1.45 0.77 0.954
O -2.71 2.79 -0.38 -0.470
S -2.17 1.48 0.10 0.886
C -3.17 1.06 1.53 -0.372
C -4.55 1.20 1.39 -0.088
C -5.39 0.93 2.46 -0.056
C -4.83 0.53 3.67 -0.055
C -3.46 0.49 3.82 -0.070
C -2.59 0.78 2.77 -0.347
P -0.77 1.06 3.09 1.105
C -0.27 -0.26 4.26 -0.348
C 0.65 -1.21 3.82 -0.107
C 1.06 -2.24 4.65 -0.060
C 0.57 -2.32 5.95 -0.077
C -0.31 -1.36 6.41 -0.072
C -0.72 -0.33 5.58 -0.099
C -0.95 2.51 4.18 -0.356
C -1.94 3.46 3.94 -0.088
C -2.01 4.62 4.69 -0.083
C -1.07 4.85 5.69 -0.080
C -0.06 3.93 5.92 -0.065
C 0.00 2.77 5.17 -0.106
C -2.75 0.34 -1.18 -0.335
C -3.83 -0.53 -1.04 -0.077
C -4.30 -1.22 -2.15 -0.066
C -3.69 -1.07 -3.38 -0.065
C -2.58 -0.23 -3.50 -0.070
C -2.10 0.48 -2.41 -0.351
P -0.60 1.55 -2.54 1.114
C 0.30 0.79 -3.95 -0.351
C 1.31 -0.13 -3.65 -0.101
C 2.05 -0.72 -4.66 -0.084
C 1.80 -0.39 -5.99 -0.080
C 0.80 0.53 -6.29 -0.076
C 0.06 1.12 -5.28 -0.093
C -1.23 3.08 -3.30 -0.398
C -2.58 3.39 -3.43 -0.081
C -2.97 4.62 -3.94 -0.072
C -2.02 5.55 -4.33 -0.094
C -0.67 5.25 -4.20 -0.087
C -0.28 4.03 -3.69 -0.118
H -4.95 1.54 0.45 0.119
H -6.46 1.02 2.35 0.110
H -5.47 0.30 4.51 0.109
H -3.06 0.25 4.80 0.092
H 1.06 -1.14 2.82 0.074
H 1.77 -2.97 4.29 0.107
H 0.90 -3.12 6.60 0.103
H -0.66 -1.39 7.44 0.105
H -1.36 0.45 5.98 0.102
H -2.67 3.30 3.15 0.108
H -2.79 5.35 4.49 0.105
H -1.12 5.76 6.28 0.102
H 0.69 4.12 6.67 0.113
H 0.82 2.07 5.33 0.113
H -4.29 -0.68 -0.08 0.098
H -5.14 -1.89 -2.04 0.112
H -4.06 -1.60 -4.24 0.108
H -2.09 -0.14 -4.46 0.104
H 1.50 -0.38 -2.62 0.081
H 2.84 -1.42 -4.41 0.103
H 2.38 -0.84 -6.78 0.102
H 0.61 0.79 -7.33 0.103
H -0.70 1.85 -5.53 0.108
H -3.33 2.67 -3.11 0.102
H -4.02 4.85 -4.03 0.105
H -2.33 6.51 -4.73 0.102
H 0.08 5.98 -4.49 0.105
H 0.78 3.80 -3.58 0.110
C 0.44 -6.72 1.91 -0.067
O 0.94 -5.49 1.44 -0.089
C 1.59 -5.49 0.24 -0.219
C 1.89 -6.62 -0.50 -0.020
C 2.54 -6.50 -1.73 -0.090
C 2.87 -5.24 -2.21 -0.091
C 2.56 -4.10 -1.47 -0.030
C 1.95 -4.22 -0.24 -0.148
N 1.57 -3.13 0.58 0.161
C 1.62 -1.79 0.24 -0.382
N 2.88 -1.34 0.01 0.175
C 3.30 -0.23 -0.77 -0.197
C 2.75 1.03 -0.67 -0.221
C 3.22 2.07 -1.48 -0.123
C 4.25 1.84 -2.37 -0.058
C 4.84 0.58 -2.45 -0.013
C 4.38 -0.45 -1.65 -0.223
O 4.89 -1.71 -1.64 -0.106
C 6.08 -1.94 -2.38 -0.066
N 0.56 -1.04 0.24 0.116
C -0.64 -1.81 0.17 -0.211
C -1.51 -1.95 1.24 -0.033
C -2.61 -2.79 1.18 -0.077
C -2.84 -3.53 0.04 -0.087
C -1.98 -3.42 -1.05 -0.016
C -0.91 -2.55 -1.00 -0.228
O -0.02 -2.39 -2.02 -0.092
C -0.16 -3.23 -3.15 -0.057
H 1.25 -7.43 2.12 0.096
H -0.25 -7.17 1.20 0.098
H -0.09 -6.50 2.84 0.095
H 1.62 -7.60 -0.13 0.104
H 2.77 -7.38 -2.30 0.102
H 3.35 -5.14 -3.17 0.104
H 2.80 -3.13 -1.87 0.102
H 0.78 -3.37 1.18 0.135
H 3.61 -2.02 0.18 0.155
H 2.80 3.06 -1.37 0.104
H 4.62 2.64 -2.98 0.111
H 5.66 0.42 -3.13 0.106
H 6.37 -2.97 -2.17 0.095
H 6.87 -1.26 -2.07 0.101
H 5.90 -1.82 -3.45 0.093
H -1.28 -1.43 2.16 0.071
H -3.27 -2.87 2.04 0.109
H -3.68 -4.21 -0.01 0.107
H -2.17 -4.00 -1.94 0.108
H 0.64 -2.95 -3.83 0.083
H -1.12 -3.07 -3.64 0.092
H -0.05 -4.28 -2.87 0.098
O 2.33 3.65 3.78 -0.440
Se 3.22 2.48 3.02 0.801
O 4.44 1.95 3.90 -0.436
O 2.09 1.22 2.78 -0.584
O 3.51 2.98 1.49 -0.480
I -1.26 7.19 -0.38 0.865
C -0.35 5.60 0.55 -0.748
C 0.19 5.53 1.82 -0.125
N 0.63 4.30 2.02 0.025
N 0.43 3.55 0.92 -0.067
C -0.17 4.33 0.01 -0.201
H 0.28 6.28 2.59 0.130
H 1.33 3.98 2.83 0.051
H -0.46 3.95 -0.95 0.067
```

Properties
* spin multiplicity: 1
* frontier orbital gap: 8.057 eV
* largest force on an atom: 0.499 eV/Å
* HOMO: -8.128 eV